Record 1
The following is a DFT calculation (ωB97M-V/def2-TZVPD) of the molecule C16H18N2O5S at a distorted geometry.

Atoms and positions in Å:
C 5.184 1.761 0.317
O 4.112 1.203 -0.406
C 4.252 -0.162 -0.713
C 3.938 -1.090 0.474
N 2.598 -0.863 0.962
C 1.546 -1.517 0.453
O 1.643 -2.441 -0.348
C 0.237 -1.036 0.936
O 0.224 -0.082 1.886
N -1.046 0.317 2.103
C -1.829 -0.364 1.309
C -3.258 -0.050 1.186
S -3.547 0.963 -0.352
C -1.856 1.309 -0.832
C -1.295 0.533 -1.835
C 0.044 0.677 -2.155
C 0.813 1.601 -1.468
C 0.232 2.404 -0.502
C -1.113 2.286 -0.171
C -1.723 3.156 0.880
C -1.057 -1.292 0.531
C -1.640 -2.286 -0.420
O -2.834 -2.398 -0.528
O -0.803 -3.034 -1.111
H 6.136 1.596 -0.200
H 5.256 1.353 1.332
H 4.986 2.829 0.377
H 3.531 -0.359 -1.510
H 5.264 -0.379 -1.082
H 4.639 -0.929 1.295
H 4.001 -2.126 0.136
H 2.430 -0.032 1.510
H -3.601 0.535 2.037
H -3.854 -0.949 1.042
H -1.911 -0.192 -2.345
H 0.482 0.059 -2.924
H 1.867 1.706 -1.681
H 0.835 3.137 0.015
H -1.695 2.646 1.843
H -2.762 3.368 0.639
H -1.174 4.090 0.968
H 0.160 -2.892 -0.903

The calculation puts the highest occupied orbital energy at -8.731 eV. Its multiplicity is 1. The structure (SMILES) is COCCNC(=O)c1onc(CSc2ccccc2C)c1C(=O)O. The energy comes out at -40936.572 eV.

Record 2
The following is a DFT calculation (ωB97M-V/def2-TZVPD) of a structure of composition C16H18N2O5Y at a distorted geometry.

Atoms and positions in Å:
Y -0.100 1.024 -2.441
C 0.139 2.713 -0.755
O 0.321 3.551 0.027
C 0.158 3.141 -3.542
O 0.292 4.057 -4.265
C -2.479 1.582 -2.453
O -3.574 1.928 -2.579
C 2.161 1.690 -2.477
O 3.209 2.179 -2.545
C 0.086 -1.180 -5.586
H 1.016 -1.672 -5.275
H -0.876 -1.621 -5.272
C 0.109 0.020 -6.142
H -0.828 0.595 -6.259
H 1.062 0.559 -6.261
C -2.851 -0.967 4.067
C -1.489 -0.330 4.234
N -0.763 -0.266 2.942
C -0.076 1.033 2.642
C 1.435 0.975 2.684
C -0.362 -1.506 2.486
O -0.573 -2.546 3.100
C 0.361 -1.582 1.174
C 1.359 -2.518 0.924
C 2.029 -2.479 -0.296
C 1.634 -1.543 -1.265
N 0.625 -0.644 -1.016
C -0.068 -0.706 0.168
H -3.453 -0.384 3.348
H -3.352 -0.968 5.046
H -2.747 -2.005 3.709
H -1.577 0.701 4.577
H -0.876 -0.917 4.933
H -0.456 1.408 1.685
H -0.453 1.706 3.422
H 1.853 0.279 1.935
H 1.794 1.991 2.465
H 1.767 0.690 3.701
H 1.584 -3.244 1.698
H 2.846 -3.161 -0.515
H 2.093 -1.502 -2.267
H -0.982 -0.080 0.241

The calculation puts the highest occupied orbital energy at -17.119 eV. Its multiplicity is 1. Its total charge is +3. The energy comes out at -31112.198 eV.

Record 3
The following is a DFT calculation (ωB97M-V/def2-TZVPD) of the molecule C16H18N2O6S at a distorted geometry.

Atoms and positions in Å:
C -2.917 -4.355 2.228
N -3.439 -3.021 2.373
C -2.845 -2.221 3.413
S -3.732 -2.216 0.941
O -4.417 -3.121 0.071
O -4.337 -0.962 1.269
C -2.091 -1.901 0.273
C -1.429 -0.744 0.641
C -0.137 -0.527 0.197
C 0.484 -1.476 -0.612
C 1.868 -1.297 -1.128
O 2.387 -2.024 -1.934
O 2.474 -0.226 -0.588
C 3.781 0.091 -1.056
C 3.978 1.605 -1.178
O 4.895 2.075 -1.812
N 3.080 2.325 -0.486
C 3.001 3.771 -0.547
C 1.699 4.201 -1.141
C 1.393 4.921 -2.256
C -0.022 4.984 -2.312
C -0.469 4.291 -1.232
O 0.562 3.812 -0.515
C -0.200 -2.634 -0.982
C -1.490 -2.849 -0.534
H -3.430 -4.814 1.387
H -3.130 -4.926 3.132
H -1.833 -4.361 2.049
H -3.311 -1.240 3.372
H -3.052 -2.678 4.381
H -1.758 -2.121 3.291
H -1.946 -0.021 1.251
H 0.385 0.376 0.471
H 3.955 -0.377 -2.030
H 4.522 -0.302 -0.351
H 2.319 1.843 -0.033
H 3.107 4.177 0.466
H 3.829 4.118 -1.167
H 2.087 5.354 -2.947
H -0.615 5.475 -3.055
H -1.456 4.072 -0.877
H 0.299 -3.347 -1.621
H -2.050 -3.727 -0.815

The calculation puts the highest occupied orbital energy at -8.961 eV. Its multiplicity is 1. The structure (SMILES) is CN(C)S(=O)(=O)c1ccc(C(=O)OCC(=O)NCc2ccco2)cc1. The energy comes out at -42984.055 eV.

Record 4
The following is a DFT calculation (ωB97M-V/def2-TZVPD) of the molecule C16H18N4O2 at a distorted geometry.

Atoms and positions in Å:
C -2.599 -1.412 1.830
C -2.193 -2.061 0.524
C -2.052 -3.562 0.664
C -1.846 -4.276 -0.674
O -2.444 -5.368 -0.881
N -1.136 -3.779 -1.750
C -0.387 -2.589 -1.822
C 0.054 -2.318 -3.195
C 0.788 -1.100 -3.413
C 1.007 -0.215 -2.335
C 0.539 -0.399 -1.057
C 0.673 0.754 -0.142
C 0.884 0.677 1.293
N 1.293 1.861 1.763
N 1.150 2.756 0.742
C 1.802 4.071 0.708
C 1.245 5.105 1.700
O 2.552 5.383 2.161
C 3.129 4.274 1.417
C 0.796 2.067 -0.411
C -0.063 -1.687 -0.817
N -0.807 -1.665 0.397
H -3.668 -1.573 2.013
H -2.130 -1.808 2.709
H -2.267 -0.332 1.884
H -2.870 -1.738 -0.292
H -1.200 -3.773 1.192
H -2.867 -4.041 1.164
H -1.417 -4.286 -2.604
H 0.058 -2.998 -3.957
H 1.253 -0.821 -4.403
H 1.402 0.773 -2.476
H 0.675 -0.186 1.951
H 1.844 4.364 -0.346
H 0.588 4.690 2.407
H 0.625 5.892 1.201
H 3.310 3.603 2.228
H 3.984 4.556 0.789
H 0.601 2.500 -1.352
H -0.308 -1.338 1.190

The calculation puts the highest occupied orbital energy at -7.860 eV. Its multiplicity is 1. The structure (SMILES) is C[C@@H]1CC(=O)Nc2cccc(-c3cnn(C4COC4)c3)c2N1. The energy comes out at -26935.946 eV.

Record 5
The following is a DFT calculation (ωB97M-V/def2-TZVPD) of the molecule C16H18N4O5 at a distorted geometry.

Atoms and positions in Å:
C 7.839 2.111 0.070
O 6.603 2.168 0.742
C 5.634 1.283 0.404
C 5.753 0.298 -0.573
C 4.691 -0.547 -0.824
C 3.493 -0.442 -0.122
C 2.427 -1.405 -0.476
O 2.546 -2.258 -1.345
N 1.270 -1.319 0.224
N 0.233 -2.196 -0.077
C -0.927 -2.140 0.604
O -1.099 -1.337 1.504
C -1.954 -3.167 0.161
C -3.324 -2.769 0.702
C -3.773 -1.480 0.028
O -3.462 -1.184 -1.101
N -4.586 -0.715 0.813
C -5.155 0.488 0.457
C -5.054 1.204 -0.765
C -5.825 2.309 -0.549
C -6.157 3.474 -1.404
O -6.342 2.257 0.691
N -5.923 1.125 1.311
C 3.379 0.549 0.855
C 4.433 1.395 1.112
H 8.447 2.902 0.505
H 7.722 2.293 -1.002
H 8.335 1.147 0.225
H 6.663 0.182 -1.140
H 4.771 -1.315 -1.579
H 1.029 -0.657 0.948
H 0.459 -2.805 -0.855
H -1.985 -3.199 -0.929
H -1.660 -4.148 0.538
H -4.060 -3.545 0.480
H -3.266 -2.629 1.781
H -4.779 -0.997 1.764
H -4.498 0.922 -1.631
H -7.237 3.571 -1.501
H -5.714 3.346 -2.386
H -5.778 4.389 -0.953
H 2.472 0.675 1.426
H 4.357 2.164 1.864

The calculation puts the highest occupied orbital energy at -8.673 eV. Its multiplicity is 1. The structure (SMILES) is COc1ccc(C(=O)NNC(=O)CCC(=O)Nc2cc(C)on2)cc1. The energy comes out at -33081.434 eV.

Record 6
The following is a DFT calculation (ωB97M-V/def2-TZVPD) of a structure of composition C16H18N6O4SSbSe4Sn.

Atoms and positions in Å:
Sn 0.134 -0.773 1.248
N 1.332 -3.001 5.060
C 0.667 -2.454 4.008
S 1.413 -2.639 2.467
N -0.494 -1.895 4.298
N -1.066 -1.210 3.286
C -2.194 -0.660 3.544
C -2.784 0.302 2.618
C -4.037 0.865 2.851
C -4.500 1.837 1.983
C -3.705 2.230 0.915
C -2.474 1.615 0.750
N -2.035 0.672 1.577
H 2.338 -2.998 4.950
H 1.004 -2.684 5.960
H -2.658 -0.826 4.512
H -4.623 0.546 3.703
H -5.470 2.291 2.141
H -4.024 3.001 0.227
H -1.806 1.890 -0.062
Se 4.221 -0.815 4.293
Sb 3.469 1.302 3.440
Se 3.058 0.163 -0.374
Se 1.019 1.280 2.669
Se 4.522 1.334 0.880
O 2.968 0.233 -5.660
C 3.118 -0.119 -4.304
N 1.849 -0.263 -3.631
C 1.083 -1.321 -3.938
O 1.395 -2.103 -4.834
C -0.186 -1.503 -3.162
C -0.895 -0.482 -2.550
C -2.081 -0.803 -1.911
C -2.500 -2.125 -1.888
N -1.816 -3.122 -2.452
C -0.692 -2.796 -3.082
H 2.547 -0.531 -6.077
H 3.675 0.674 -3.813
H 3.668 -1.059 -4.218
H 1.678 0.265 -2.787
H -0.559 0.549 -2.555
H -2.679 -0.040 -1.430
H -3.418 -2.400 -1.379
H -0.140 -3.598 -3.556
C 2.025 3.502 -0.211
C 1.193 2.478 -0.915
O 0.088 2.710 -1.364
O 1.691 1.257 -1.120
H 1.505 4.455 -0.253
H 3.007 3.575 -0.678
H 2.168 3.196 0.824

The calculation puts the highest occupied orbital energy at -4.199 eV. Its multiplicity is 1. Its total charge is -1. The energy comes out at -318609.796 eV.

Record 7
The following is a DFT calculation (ωB97M-V/def2-TZVPD) of a structure of composition C16H18NO5ReS2 at a distorted geometry.

Atoms and positions in Å:
Re -0.462 0.061 -0.816
O -0.632 -2.463 -1.256
S -1.972 -1.965 -0.999
O -3.024 -2.902 -0.861
O -1.718 -1.517 0.853
O -2.325 -0.659 -1.557
N 1.355 0.754 0.125
C 1.358 2.193 0.324
C 1.500 2.704 1.602
C 1.518 4.077 1.795
C 1.401 4.919 0.700
C 1.252 4.390 -0.573
C 1.226 3.015 -0.790
C 1.033 2.439 -2.145
C 1.597 3.076 -3.248
C 1.403 2.595 -4.534
C 0.617 1.470 -4.736
C 0.052 0.832 -3.641
C 0.260 1.279 -2.329
H 1.556 0.287 1.003
H 2.110 0.506 -0.513
H 1.602 2.029 2.447
H 1.623 4.481 2.793
H 1.417 5.992 0.838
H 1.125 5.057 -1.417
H 2.217 3.953 -3.094
H 1.864 3.098 -5.375
H 0.447 1.094 -5.737
H -0.574 -0.038 -3.811
O 0.651 -1.966 1.607
S -0.707 -2.421 1.638
C -1.412 -2.453 3.279
C -2.161 -3.786 3.321
C -1.272 -4.787 2.569
C -0.943 -4.154 1.213
H -2.030 -1.565 3.404
H -0.558 -2.429 3.958
H -3.128 -3.689 2.821
H -2.347 -4.105 4.344
H -1.775 -5.742 2.427
H -0.353 -4.969 3.128
H -1.771 -4.208 0.505
H -0.019 -4.480 0.739

The calculation puts the highest occupied orbital energy (alpha / beta) at -10.641 / -10.298 eV. Its multiplicity is 4. Its total charge is +1. The energy comes out at -52401.963 eV.

Record 8
The following is a DFT calculation (ωB97M-V/def2-TZVPD) of the molecule C16H18O4 at a distorted geometry.

Atoms and positions in Å:
C -4.257 0.334 2.333
C -2.909 0.199 2.940
C -2.795 1.368 3.979
O -3.116 -1.044 3.710
C -1.653 -0.042 1.938
C -0.379 0.398 2.401
C 0.851 0.355 1.645
C 0.814 -0.165 0.305
C 1.935 -0.001 -0.553
C 1.855 -0.392 -1.843
C 3.012 0.041 -2.891
C 2.746 1.507 -3.526
O 4.150 0.040 -2.135
C 3.205 -1.068 -3.927
O 2.539 -0.988 -4.956
O 3.907 -2.192 -3.460
C 0.637 -1.020 -2.270
C -0.524 -1.090 -1.379
C -0.457 -0.593 -0.202
C -1.644 -0.595 0.572
H -4.953 0.516 3.132
H -4.396 1.107 1.589
H -4.634 -0.664 2.058
H -3.675 1.669 4.642
H -2.465 2.295 3.581
H -2.201 1.087 4.840
H -2.385 -1.330 4.239
H -0.266 0.839 3.368
H 1.777 0.736 2.090
H 2.886 0.471 -0.249
H 3.414 1.796 -4.365
H 1.660 1.566 -3.785
H 2.905 2.315 -2.718
H 4.583 -0.831 -2.082
H 3.391 -2.851 -3.940
H 0.487 -1.342 -3.345
H -1.457 -1.486 -1.803
H -2.586 -0.944 0.065

The calculation puts the highest occupied orbital energy at -7.953 eV. Its multiplicity is 1. The structure (SMILES) is CC(C)(O)c1ccc2cc([C@@](C)(O)C(=O)O)ccc2c1. The energy comes out at -25071.594 eV.

Record 9
The following is a DFT calculation (ωB97M-V/def2-TZVPD) of a structure of composition C16H19BBr24FIN2O at a distorted geometry.

Atoms and positions in Å:
C 2.067 -0.846 -0.548
B 0.901 -0.590 -1.689
O 1.321 0.101 -2.887
C -0.601 -1.169 -1.394
C -0.713 -2.547 -2.248
N -1.016 -3.674 -2.575
C -1.789 -0.111 -1.805
I -2.084 -0.321 -3.950
C -1.224 1.394 -1.557
N -0.706 2.401 -1.110
C -3.114 -0.247 -0.898
C -4.453 -0.682 -1.670
C -4.492 -2.268 -2.068
F -5.510 -2.577 -3.045
H 1.672 -1.646 0.186
H 2.395 0.124 -0.042
H 2.929 -1.370 -1.129
H 1.784 -0.537 -3.483
H -0.701 -1.346 -0.264
H -2.910 -1.001 -0.058
H -3.334 0.789 -0.422
H -5.320 -0.563 -0.902
H -4.746 -0.001 -2.552
H -3.461 -2.680 -2.344
H -4.797 -2.813 -1.088
C 2.914 -1.818 3.561
Br 2.174 -0.194 2.800
Br 1.552 -3.171 3.839
Br 4.399 -2.494 2.510
H 3.310 -1.558 4.543
C -5.852 -4.479 -6.204
Br -6.544 -3.668 -7.826
Br -6.288 -6.366 -6.097
Br -3.950 -4.164 -5.994
H -6.349 -3.990 -5.366
C 2.137 4.257 -3.352
Br 1.695 6.085 -3.832
Br 1.671 3.009 -4.761
Br 3.993 4.080 -2.816
H 1.529 3.999 -2.484
C -8.894 -4.064 -1.995
Br -8.886 -3.942 -3.931
Br -7.652 -5.409 -1.353
Br -8.583 -2.338 -1.163
H -9.892 -4.384 -1.700
C 1.776 0.276 7.375
Br 3.527 0.495 6.567
Br 0.416 -0.131 6.052
Br 1.801 -1.030 8.809
H 1.509 1.234 7.821
C 8.370 -2.963 1.613
Br 10.120 -2.743 0.805
Br 7.011 -3.369 0.290
Br 8.395 -4.272 3.045
H 8.103 -2.006 2.061
C 3.482 9.235 -1.839
Br 2.573 10.146 -0.387
Br 4.280 10.486 -3.089
Br 4.776 7.946 -1.185
H 2.725 8.675 -2.388
C 3.281 4.270 9.173
Br 5.031 4.479 8.363
Br 1.918 3.870 7.851
Br 3.299 2.960 10.605
H 3.020 5.228 9.620

The calculation puts the highest occupied orbital energy at -10.020 eV. Its multiplicity is 1. The energy comes out at -1714436.572 eV.

Record 10
The following is a DFT calculation (ωB97M-V/def2-TZVPD) of a structure of composition C16H19BCrN6S at a distorted geometry.

Atoms and positions in Å:
H -0.223 2.914 0.916
N 0.179 1.683 -0.780
B 0.758 0.842 -3.116
N 0.658 1.960 -2.053
C 0.875 3.276 -2.175
Cr -0.241 -0.185 -0.229
H 1.228 3.688 -3.120
C 0.560 3.873 -0.962
H 0.630 4.919 -0.742
C 0.127 2.858 -0.106
H 1.199 1.239 -4.157
C -2.037 -2.562 0.978
H -2.398 -2.353 1.996
H -1.139 -3.201 0.997
H -2.819 -3.114 0.441
N -0.642 0.207 -3.172
N 1.645 -0.255 -2.484
N -1.229 -0.258 -1.990
N 1.305 -0.823 -1.267
C -1.486 0.032 -4.198
C 2.739 -0.855 -2.967
H -1.171 0.351 -5.171
H 3.092 -0.540 -3.941
C -2.638 -0.579 -3.713
C 3.143 -1.824 -2.055
C -2.440 -0.736 -2.336
C 2.233 -1.780 -0.991
H -3.498 -0.864 -4.291
H 3.995 -2.477 -2.165
H -3.122 -1.124 -1.596
H 2.203 -2.326 -0.065
H -1.829 -1.589 0.435
S 0.262 -0.777 1.864
C -0.038 0.560 2.903
C 0.985 0.828 3.844
C 0.775 1.762 4.846
C -0.462 2.415 4.963
C -1.468 2.155 4.030
C -1.282 1.229 2.998
H 1.873 0.189 3.837
H 1.560 1.926 5.585
H -0.654 3.082 5.806
H -2.441 2.640 4.153
H -2.108 0.912 2.355

The calculation puts the highest occupied orbital energy (alpha / beta) at -7.136 / -7.423 eV. Its multiplicity is 5. The energy comes out at -65775.883 eV.

Record 11
The following is a DFT calculation (ωB97M-V/def2-TZVPD) of a structure of composition C16H19BN6SZn at a distorted geometry.

Atoms and positions in Å:
H -0.119 3.027 1.065
N -0.083 1.931 -0.765
B 0.770 0.829 -2.919
N 0.631 2.035 -1.928
C 1.126 3.275 -1.966
Zn -0.632 -0.679 -0.253
H 1.623 3.618 -2.862
C 0.830 3.919 -0.764
H 1.078 4.928 -0.518
C 0.128 3.007 0.015
H 1.146 1.182 -3.999
C -0.766 -2.375 0.668
H -1.089 -2.211 1.707
H 0.157 -2.956 0.668
H -1.530 -2.932 0.107
N -0.643 0.152 -3.030
N 1.732 -0.252 -2.306
N -1.318 -0.355 -1.886
N 1.385 -0.873 -1.124
C -1.422 0.001 -4.110
C 2.908 -0.746 -2.739
H -1.089 0.338 -5.086
H 3.333 -0.369 -3.658
C -2.624 -0.587 -3.717
C 3.360 -1.680 -1.814
C -2.535 -0.783 -2.339
C 2.373 -1.729 -0.814
H -3.469 -0.798 -4.346
H 4.267 -2.253 -1.853
H -3.253 -1.247 -1.670
H 2.336 -2.337 0.089
H -0.934 1.366 -0.834
S 1.150 0.223 2.043
C 0.204 -0.071 3.392
C 0.535 -1.098 4.321
C -0.346 -1.420 5.343
C -1.545 -0.704 5.499
C -1.853 0.349 4.622
C -0.980 0.688 3.598
H 1.473 -1.632 4.184
H -0.104 -2.236 6.026
H -2.236 -0.961 6.302
H -2.778 0.914 4.741
H -1.191 1.505 2.911

The calculation puts the highest occupied orbital energy at -5.780 eV. Its multiplicity is 1. The energy comes out at -85769.562 eV.